1.
A structure of composition C30H33N4O4PPdS, computed with ωB97M-V with the def2-TZVPD basis set.

The geometry in XYZ format:
```
74
Properties=species:S:1:pos:R:3:mulliken_charge:R:1
Pd 0.878 0.557 -0.433 0.8459
N 2.727 1.276 0.668 -0.3836
C 2.476 1.612 2.071 -0.4048
C 1.329 2.605 2.094 -0.6797
N 0.164 2.012 1.424 -0.2530
H 3.496 0.625 0.549 0.3110
H 2.920 2.113 0.122 0.2665
H 3.356 2.040 2.555 0.4801
H 2.208 0.695 2.599 0.0676
H 1.618 3.497 1.541 0.3588
H 1.092 2.887 3.121 0.5030
H -0.365 2.722 0.926 0.4007
H -0.446 1.532 2.082 -0.0223
N 3.618 -0.252 -3.577 -0.4202
C 2.611 -0.482 -2.751 0.6021
O 2.743 -0.339 -1.516 -0.4527
C 1.305 -0.961 -3.358 -1.1167
C 0.303 -1.273 -2.299 -1.3032
H 4.488 0.110 -3.221 0.2650
H 3.527 -0.366 -4.572 0.2334
H 1.518 -1.866 -3.943 0.5786
H 0.946 -0.195 -4.046 0.4342
H 0.554 -2.106 -1.650 0.7671
H -0.745 -1.185 -2.560 0.5224
O -2.804 0.881 -2.098 -0.6165
C -1.886 1.666 -2.161 0.0388
N -0.746 1.634 -1.395 0.2550
S 0.384 2.703 -1.919 1.5273
O 1.452 1.937 -2.538 -0.6140
O 0.829 3.515 -0.813 -0.6977
C -0.639 3.531 -3.087 0.4305
C -0.412 4.639 -3.876 -0.7995
C -1.451 5.042 -4.709 -0.6177
C -2.658 4.352 -4.737 -0.5421
C -2.869 3.234 -3.938 -0.5131
C -1.839 2.832 -3.110 -0.1494
H 0.529 5.171 -3.846 0.5058
H -1.312 5.909 -5.340 0.4427
H -3.449 4.693 -5.392 0.4297
H -3.802 2.687 -3.948 0.5265
C -2.513 0.596 4.765 -0.6388
C -3.187 0.214 3.613 -0.7470
C -2.492 -0.315 2.537 -0.6116
C -1.107 -0.477 2.608 -0.4879
C -0.430 -0.063 3.765 0.1655
C -1.133 0.454 4.839 -0.9712
P -0.163 -1.123 1.190 2.5454
C 1.169 -2.130 1.888 0.0557
C 2.360 -2.265 1.171 -0.4727
C 3.362 -3.099 1.642 -0.8431
C 3.184 -3.797 2.828 -0.6740
C 2.000 -3.668 3.542 -0.7229
C 0.992 -2.839 3.079 -0.1127
C -1.294 -2.276 0.363 1.0066
C -1.163 -3.653 0.542 -0.7879
C -2.103 -4.507 -0.012 -0.7065
C -3.154 -4.000 -0.764 -0.7812
C -3.266 -2.631 -0.971 -1.0801
C -2.337 -1.768 -0.417 -0.6297
H -3.060 1.005 5.604 0.4321
H -4.262 0.320 3.556 0.4781
H -3.034 -0.620 1.653 0.4236
H 0.646 -0.175 3.834 0.4761
H -0.608 0.742 5.741 0.4957
H 2.493 -1.723 0.240 0.5858
H 4.282 -3.211 1.084 0.4896
H 3.966 -4.449 3.195 0.4323
H 1.856 -4.220 4.462 0.4739
H 0.063 -2.761 3.628 0.5149
H -0.337 -4.061 1.108 0.4020
H -2.011 -5.573 0.146 0.4685
H -3.881 -4.675 -1.196 0.4317
H -4.076 -2.233 -1.567 0.5309
H -2.415 -0.705 -0.612 0.6527
```

The energy above the lowest of the compared OMol25 structures with the same formula, charge and spin comes out at 156.7 kJ/mol. The orbital gap (alpha / beta) is 9.122 / 5.223 eV. Its net charge is +2. The value obtained for the highest occupied orbital energy (alpha / beta) is -13.7689 / -14.5098 eV. Its spin multiplicity is 5. The LUMO energy (alpha / beta) comes out at -4.65 / -9.29 eV. The expectation value of S² is 6.017.



2.
A structure of composition C30H34AuNO9, computed with ωB97M-V with the def2-TZVPD basis set.

The geometry in XYZ format:
```
75
Properties=species:S:1:pos:R:3:mulliken_charge:R:1
C 0.018 -0.482 -4.808 2.8903
C -0.485 -1.442 -3.691 -1.9924
C -0.163 0.941 -4.218 -2.6120
C -1.235 0.791 -3.149 0.3475
H -0.427 1.650 -4.994 0.4586
H 0.774 1.268 -3.771 0.5364
C -0.886 -0.569 -2.501 0.9054
H 0.291 -2.157 -3.426 0.6229
H -1.345 -2.006 -4.046 0.2428
C 0.245 -0.474 -1.490 -1.4187
H -1.756 -0.980 -1.989 0.8632
H -2.186 0.631 -3.672 0.7298
C -1.413 1.919 -2.200 0.1007
C 1.496 -0.643 -5.100 -0.4778
C -0.859 -0.639 -6.058 0.6116
O -1.666 0.186 -6.403 -0.6070
O 2.306 -1.184 -4.381 -0.5848
O 1.816 -0.018 -6.251 -0.2608
O -0.802 -1.796 -6.763 -0.3987
C 0.184 -2.808 -6.541 -0.4411
H 0.294 -3.064 -5.491 0.2418
H 1.145 -2.506 -6.951 0.1455
H -0.171 -3.680 -7.080 0.3452
C 3.214 -0.002 -6.590 -0.8391
H 3.784 0.521 -5.826 0.3204
H 3.277 0.522 -7.537 0.2555
H 3.596 -1.015 -6.686 0.3331
O -0.209 -0.057 -0.244 -0.5966
H 1.033 0.192 -1.862 -0.0087
H 0.703 -1.467 -1.405 0.2647
C -2.794 2.285 -1.812 -1.8914
C -0.286 2.802 -1.823 -0.8820
H 0.137 3.327 -2.689 0.1962
H 0.539 2.250 -1.367 -0.0445
H -0.597 3.548 -1.098 0.4829
H -2.831 2.655 -0.789 0.4689
H -3.479 1.441 -1.894 0.3925
H -3.196 3.081 -2.455 0.3366
Au 0.155 -0.262 1.546 2.5421
C -1.450 -1.089 3.195 -0.9858
C -2.090 -1.115 1.932 -1.1015
C -1.440 -2.066 1.138 -0.2489
H -2.896 -0.473 1.624 0.4443
C -0.364 -2.590 1.874 -1.2720
C -0.397 -2.004 3.167 -0.7132
H 0.288 -2.202 3.972 0.7149
H -1.701 -0.435 4.011 1.0383
H -1.660 -2.284 0.107 0.5899
H 0.338 -3.330 1.527 0.4021
C 2.123 1.080 2.113 -1.0192
C 2.073 -0.034 2.976 -0.7653
C 2.279 -1.189 2.197 -1.0658
H 1.896 -0.001 4.038 0.9713
C 2.410 -0.793 0.853 -0.8693
C 2.334 0.615 0.811 -0.6206
H 2.361 1.223 -0.077 0.7078
H 1.962 2.102 2.399 0.4925
H 2.320 -2.200 2.560 0.5632
H 2.546 -1.448 0.010 0.5464
O -1.041 3.157 3.789 -0.8176
C -0.640 1.909 3.875 -0.2735
O -0.380 1.341 2.662 -0.5202
C -0.564 1.371 5.325 0.4762
C -0.052 0.127 5.733 1.0138
C -0.030 -0.309 7.056 -0.9743
C -0.535 0.495 8.078 -0.1829
C -1.051 1.754 7.724 -0.3937
C -1.062 2.181 6.381 -1.0481
N -0.522 0.038 9.433 1.0046
O -0.080 -1.038 9.708 -0.6494
O -0.964 0.724 10.308 -0.6631
H 0.327 -0.550 5.062 0.2910
H 0.376 -1.291 7.277 0.4320
H -1.453 2.406 8.489 0.4476
H -1.481 3.157 6.178 0.4696
```

The orbital gap (alpha / beta) is 3.624 / 3.394 eV. Its net charge is -2. The value obtained for the highest occupied orbital energy (alpha / beta) is 0.0082 / 0.2373 eV. Its spin multiplicity is 3. The LUMO energy (alpha / beta) comes out at 3.63 / 3.63 eV. The expectation value of S² is 2.011.



3.
A structure of composition C30H34F3IrN3O2P2Sb, computed with ωB97M-V with the def2-TZVPD basis set.

The geometry in XYZ format:
```
76
Properties=species:S:1:pos:R:3:mulliken_charge:R:1
Ir -0.886 -0.106 0.172 1.7861
C -3.320 0.975 1.999 -0.7691
C -2.764 -0.377 2.385 0.4732
C -3.572 -1.329 3.065 -1.1416
C -2.891 -2.444 3.558 -0.5766
C -1.516 -2.581 3.411 -0.8840
C -0.816 -1.736 2.584 0.1890
N -1.472 -0.723 2.004 0.7732
Sb 1.389 -2.033 2.594 1.1360
C 2.993 -0.539 2.765 0.1372
C 3.471 -0.157 4.021 -0.3423
C 4.607 0.657 4.145 -0.7050
C 5.173 1.130 2.988 -0.6343
C 4.657 0.736 1.739 0.7347
C 5.145 1.305 0.424 -1.2474
N 3.660 -0.163 1.674 -0.0213
C 0.901 -2.352 0.524 -0.3470
C 1.408 -3.573 0.078 -0.7954
C 1.780 -3.712 -1.265 -0.7760
C 1.892 -2.543 -2.030 -1.1141
C 1.607 -1.300 -1.429 0.3396
C 2.289 -0.098 -1.935 -0.7621
N 0.738 -1.281 -0.349 1.2970
H -3.479 1.647 2.874 0.4477
H -4.314 0.796 1.526 0.4300
H -2.586 1.433 1.303 -0.4248
H -4.571 -1.066 3.265 0.6491
H -3.450 -3.171 4.155 0.4808
H -0.996 -3.440 3.808 0.4913
H 2.830 -0.386 4.884 0.4127
H 4.957 0.975 5.133 0.4600
H 5.991 1.797 2.956 0.4972
H 6.101 1.828 0.585 0.4298
H 4.446 2.066 -0.030 0.2176
H 5.304 0.531 -0.341 0.3386
H 1.491 -4.406 0.741 0.6470
H 2.086 -4.673 -1.646 0.5566
H 2.315 -2.512 -3.026 0.5877
H 1.606 0.685 -2.392 -0.2776
H 2.986 -0.407 -2.749 0.6630
H 2.910 0.400 -1.165 -0.1774
C -1.968 3.115 -0.851 -1.3543
P -0.892 1.696 -1.293 1.1637
C 0.646 2.617 -1.651 -1.6460
C -1.559 1.159 -2.905 0.5879
C -1.262 1.858 -4.059 -0.8844
C -1.523 1.256 -5.287 -0.6667
C -1.955 -0.032 -5.363 -0.9969
C -2.278 -0.727 -4.184 -0.6581
C -2.066 -0.129 -2.927 -0.3003
P -2.374 -0.991 -1.310 1.1331
C -1.894 -2.743 -1.843 -1.5054
C -4.261 -0.892 -1.461 -1.3035
H -1.826 3.915 -1.624 0.4885
H -1.624 3.448 0.153 0.3886
H -3.024 2.847 -0.680 0.3512
H 1.123 2.310 -2.589 0.7334
H 1.313 2.385 -0.797 0.2265
H 0.481 3.756 -1.632 0.5333
H -0.941 2.898 -4.043 0.4400
H -1.269 1.821 -6.168 0.4525
H -2.049 -0.469 -6.359 0.4415
H -2.685 -1.705 -4.285 0.5286
H -2.767 -3.271 -2.288 0.5146
H -1.520 -3.232 -0.938 0.3930
H -1.071 -2.682 -2.559 0.4396
H -4.577 -1.081 -2.469 0.5402
H -4.567 0.142 -1.120 0.3432
H -4.754 -1.598 -0.748 0.4073
F -0.928 3.009 2.229 -0.2250
C 0.340 2.708 2.695 0.5429
F 1.242 3.311 1.905 -0.2397
F 0.456 3.247 3.908 -0.2500
C 0.574 1.100 2.579 0.2015
O 0.605 0.357 3.562 -0.6847
O 0.753 0.741 1.399 -0.3146
```

The orbital gap (alpha / beta) is 5.329 / 5.288 eV. Its net charge is +3. The value obtained for the highest occupied orbital energy (alpha / beta) is -14.9773 / -17.2883 eV. Its spin multiplicity is 6. The LUMO energy (alpha / beta) comes out at -9.65 / -12.00 eV. The expectation value of S² is 8.778.



Number 1: energy -69382.8714 eV. Number 2: energy -55259.0322 eV. Number 3: energy -76300.8173 eV.